1.
Below is the molecule C6H9ClN2 at a distorted geometry, with properties calculated with ωB97M-V with the def2-TZVPD basis set.

The geometry in XYZ format:
```
18
Properties=species:S:1:pos:R:3:mulliken_charge:R:1
C -2.589 0.205 -1.179 -0.856
C -1.474 0.331 -0.506 0.473
N -1.533 1.168 0.551 -0.528
C -0.522 1.273 1.328 -0.153
C 0.800 0.549 1.122 -0.703
N 0.920 0.000 -0.269 -0.086
C 2.210 -0.621 -0.442 -0.927
C -0.173 -0.710 -0.643 -0.350
Cl -0.589 -2.277 0.293 -0.226
H -3.309 0.981 -0.829 0.304
H -2.739 -0.479 -1.971 0.314
H -0.538 2.027 2.134 0.400
H 1.558 1.235 1.382 0.433
H 0.612 -0.335 1.752 0.386
H 2.073 -1.144 -1.306 0.428
H 3.054 0.116 -0.271 0.254
H 2.453 -1.301 0.506 0.288
H -0.214 -1.019 -1.654 0.548
```

Values from the calculation:
net charge	0
spin multiplicity	1
SMILES	C=C1N=CCN(C)[C@H]1Cl
E_LUMO	0.730	eV
HOMO-LUMO gap	9.8	eV
maximum force	0.1022	Eh/bohr

***

2.
Below is a 2-piece molecular cluster, H2O2S2 overall at a distorted geometry, with properties calculated with ωB97M-V with the def2-TZVPD basis set.

The geometry in XYZ format:
```
6
Properties=species:S:1:pos:R:3:mulliken_charge:R:1
O 0.157 0.613 -1.031 -0.475
O -1.033 -0.882 0.782 -0.369
S 1.151 1.661 -0.311 -0.080
S -2.158 -1.931 1.194 0.302
H -0.276 -0.019 -0.377 0.486
H 2.158 0.558 -0.256 0.137
```

Values from the calculation:
net charge	0
spin multiplicity	3
E_LUMO (spin up / spin down)	0.143 / -2.504	eV
HOMO-LUMO gap (spin up / spin down)	8.7 / 6.1	eV
<S²>	2.01
maximum force	0.1021	Eh/bohr

***

3.
Below is a 12-piece molecular cluster, C35H76FO14P3 overall at a distorted geometry, with properties calculated with ωB97M-V with the def2-TZVPD basis set.

The geometry in XYZ format:
```
129
Properties=species:S:1:pos:R:3:mulliken_charge:R:1
O 1.913 1.666 2.041 -0.553
P 1.891 1.633 0.430 0.440
P 0.718 3.370 -0.190 0.850
C 2.184 4.205 -1.090 -0.894
C 2.795 5.531 -0.333 0.076
F 2.012 5.998 0.834 -0.291
P -0.701 4.958 -0.740 0.000
O -1.999 4.197 -1.684 -0.481
O -1.516 5.347 0.789 -0.461
H 1.229 0.368 0.087 -0.114
H 3.271 1.687 0.019 -0.196
H 0.348 3.576 1.203 -0.056
H -0.103 2.465 -1.002 -0.041
H 1.754 4.595 -2.132 0.461
H 3.045 3.433 -1.288 0.443
H 2.895 6.399 -1.147 0.267
H 3.902 5.285 0.019 -0.076
H -1.682 4.061 -2.627 0.307
H -1.846 4.432 1.088 0.295
C 5.207 -1.162 3.020 -1.212
C 4.920 -0.118 1.975 0.990
C 5.605 1.215 2.120 -0.521
O 4.155 -0.344 1.039 -0.627
H 4.644 -2.072 2.788 0.281
H 6.273 -1.402 3.023 0.365
H 4.895 -0.800 4.003 0.347
H 6.689 1.081 2.083 0.429
H 5.311 1.683 3.062 0.244
H 5.304 1.869 1.295 -0.207
C 2.135 3.974 6.499 -1.120
C 2.904 3.704 5.234 0.692
C 2.131 3.684 3.942 -0.513
O 4.118 3.507 5.254 -0.594
H 2.823 3.958 7.352 0.314
H 1.667 4.960 6.446 0.323
H 1.378 3.200 6.646 0.260
H 1.662 4.657 3.775 0.407
H 1.373 2.897 3.976 0.234
H 2.815 3.477 3.113 -0.005
C 7.003 -4.812 4.228 -0.978
C 7.905 -3.910 3.430 0.818
C 9.051 -4.550 2.694 -1.004
O 7.713 -2.696 3.381 -0.597
H 6.220 -4.212 4.706 0.281
H 6.529 -5.543 3.568 0.200
H 7.578 -5.319 5.007 0.370
H 8.669 -5.269 1.965 0.198
H 9.718 -5.045 3.404 0.346
H 9.617 -3.778 2.161 0.306
C -0.650 -3.461 1.395 -1.356
C -0.531 -1.974 1.603 0.852
C -0.843 -1.438 2.974 -0.839
O -0.191 -1.227 0.687 -0.487
H -0.394 -3.704 0.359 0.310
H 0.043 -3.985 2.059 0.415
H -1.677 -3.781 1.587 0.331
H -0.160 -1.872 3.708 0.421
H -1.879 -1.669 3.236 0.333
H -0.715 -0.350 2.976 -0.005
C 6.544 -8.590 1.201 -1.079
C 8.047 -8.639 1.131 0.867
C 8.665 -9.213 -0.116 -1.108
O 8.744 -8.225 2.056 -0.553
H 6.240 -8.151 2.157 0.235
H 6.154 -7.968 0.391 0.317
H 6.136 -9.601 1.135 0.378
H 8.369 -8.620 -0.985 0.315
H 8.351 -10.253 -0.241 0.335
H 9.756 -9.185 -0.027 0.298
C -4.194 -2.254 -2.558 -0.989
C -3.641 -1.840 -1.221 0.776
C -2.471 -0.893 -1.217 -0.539
O -4.126 -2.261 -0.172 -0.603
H -5.035 -2.940 -2.407 0.298
H -4.552 -1.375 -3.100 0.181
H -3.422 -2.769 -3.136 0.369
H -2.753 0.047 -1.699 0.279
H -1.623 -1.347 -1.735 0.362
H -2.178 -0.682 -0.183 -0.165
C -7.799 -1.244 -6.803 -0.975
C -7.130 -1.236 -5.454 0.807
C -7.750 -0.388 -4.377 -0.606
O -6.116 -1.899 -5.241 -0.556
H -7.242 -1.899 -7.480 0.312
H -8.820 -1.623 -6.709 0.180
H -7.805 -0.233 -7.220 0.319
H -8.768 -0.729 -4.175 0.317
H -7.754 0.661 -4.686 0.248
H -7.161 -0.480 -3.458 -0.014
C 7.752 4.702 0.643 -1.135
C 7.215 4.021 -0.587 0.869
C 8.122 3.935 -1.785 -1.196
O 6.078 3.552 -0.612 -0.513
H 6.989 4.689 1.428 0.259
H 8.636 4.170 1.006 0.352
H 8.001 5.741 0.414 0.377
H 9.021 3.370 -1.531 0.345
H 8.386 4.940 -2.123 0.357
H 7.601 3.418 -2.598 0.288
C -3.485 1.305 6.543 -1.206
C -2.716 1.035 5.278 0.908
C -3.490 1.015 3.987 -0.911
O -1.502 0.838 5.298 -0.540
H -2.798 1.289 7.396 0.305
H -3.954 2.291 6.490 0.342
H -4.243 0.531 6.690 0.332
H -3.958 1.988 3.819 0.404
H -4.247 0.228 4.020 0.320
H -2.806 0.808 3.157 0.063
C -5.814 2.108 -1.917 -0.486
C -6.100 3.153 -2.962 0.769
C -5.415 4.485 -2.817 -0.832
O -6.865 2.926 -3.898 -0.562
H -6.377 1.198 -2.150 0.030
H -4.747 1.869 -1.914 0.028
H -6.125 2.471 -0.934 0.379
H -4.331 4.352 -2.854 0.053
H -5.709 4.954 -1.875 0.322
H -5.716 5.140 -3.643 0.323
C -12.485 -1.355 -6.893 -0.953
C -11.716 -1.625 -8.159 0.787
C -12.490 -1.645 -9.450 -1.116
O -10.502 -1.822 -8.139 -0.521
H -11.798 -1.370 -6.041 0.184
H -12.954 -0.369 -6.947 0.322
H -13.243 -2.128 -6.746 0.321
H -12.958 -0.672 -9.617 0.328
H -13.247 -2.432 -9.417 0.321
H -11.806 -1.852 -10.280 0.293
```

Values from the calculation:
net charge	0
spin multiplicity	1
SMILES	O=[PH2][PH2](CCF)P(O)O.CC(C)=O.CC(C)=O.CC(C)=O.CC(C)=O.CC(C)=O.CC(C)=O.CC(C)=O.CC(C)=O.CC(C)=O.CC(C)=O.CC(C)=O
E_LUMO	0.409	eV
HOMO-LUMO gap	7.9	eV
maximum force	0.1275	Eh/bohr

***

> spin multiplicity of number 2 (H2O2S2)?

3